DFT (wB97M-V/def2-TZVPD) results for a single CH6OP2 molecule in a non-equilibrium geometry.

As for the HOMO energy: -7.985 eV. As for the SMILES: OC=[PH2]P. Its total charge is 0. As for the electronic energy: -799.4906 hartree.

Cartesian coordinates (Å):
O -1.749 -1.557 -0.018
C -0.875 -0.640 0.666
P -0.088 0.339 -0.632
P 1.609 1.466 0.116
H -2.585 -1.258 0.362
H -0.084 -1.335 1.128
H -0.940 1.338 -1.031
H 0.518 0.247 -2.017
H 2.485 0.365 -0.055
H 1.708 1.034 1.482